Record 1
The following is a quantum chemistry calculation of a 2-piece molecular cluster, C4H8NO3 overall, from OMol25.

Positions of all 16 atoms, in Å:
C -0.1041 -0.6810 -2.8402
C 1.0623 -0.7934 -1.9467
O 2.1183 -1.2183 -2.4525
N 1.0333 -0.4213 -0.6595
H 1.9930 -0.3961 -0.1311
H 0.2700 0.1291 -0.1136
H 0.2086 -0.8093 -3.8577
H -0.7500 0.1642 -2.6965
H -0.9022 -1.5362 -2.6742
C -0.6197 -0.1011 2.9947
C -1.1036 0.9158 1.9577
O -1.5983 0.3842 0.8057
O -0.7675 2.1173 2.0532
H -0.5055 -1.1087 2.4758
H -1.2847 -0.0706 3.8964
H 0.3089 0.2690 3.4735

Atomic forces in eV per Å
C -3.11 -2.11 0.46
C 2.46 -0.61 -1.52
O -1.16 0.38 0.97
N 0.65 1.83 4.29
H -2.55 -0.27 -1.79
H 1.68 -1.58 -2.16
H 0.24 0.24 -0.36
H 0.11 0.87 0.02
H 1.79 1.20 -0.03
C -0.68 -0.47 0.07
C 2.63 2.07 0.24
O 0.22 1.13 1.70
O -1.91 -3.04 -1.00
H -0.20 1.11 1.20
H -0.01 -0.59 -1.09
H -0.17 -0.17 -1.00

Summary:
* expectation value of S²: 0.75
* HOMO level (alpha / beta): -9.58 / -9.58 eV
* maximum force: 4.71 eV Å⁻¹
* spin multiplicity: 2
* Kohn-Sham gap (alpha / beta): 9.95 / 5.78 eV
* ΔE to the lowest compared entry with this formula, charge and spin: 108.0 kJ/mol

***

Record 2
The following is a quantum chemistry calculation of a 2-piece molecular cluster, C25H56B2BrN4O6 overall, from OMol25.

Positions of all 94 atoms, in Å:
C 3.9857 2.7834 -0.6122
C 2.9990 2.1096 0.3448
C 2.6461 0.6687 -0.0718
O 1.2815 0.3951 -0.0969
B 0.5067 0.4139 1.1660
N 1.2931 -0.0367 2.4035
O -0.7229 -0.3564 0.8687
C -1.8274 0.2466 1.4805
C -3.0556 -0.1936 0.6754
N -4.3217 0.4355 1.0824
C -1.9885 -0.2081 2.9509
C -2.1617 -1.7185 3.2206
C -0.9415 -2.5951 2.9026
C -0.9320 -3.2597 1.5138
C -0.7073 -4.7697 1.5271
C 0.7527 -5.1916 1.7983
C 1.8063 -4.2372 1.2433
C 1.8675 -4.1874 -0.2784
C 2.9212 -3.1877 -0.7568
C 3.2451 -3.2295 -2.2615
C 2.1094 -3.7258 -3.1581
C 2.4333 -3.3994 -4.6101
O 1.6589 -4.0791 -5.5893
C 0.3010 -4.2604 -5.2591
C -1.4566 1.8052 1.3605
C -1.9328 2.6456 2.5660
C -1.9200 4.1713 2.4663
C -3.0610 4.8127 1.6878
Br -0.2159 4.8913 1.8132
B -1.8104 2.3558 -0.1026
O -3.1453 2.6440 -0.4549
C -0.7389 2.6013 -1.2223
C -0.7560 1.4160 -2.2144
O -0.0378 1.7709 1.4824
H 4.4395 3.6680 -0.1581
H 4.7900 2.1017 -0.9023
H 3.4800 3.1150 -1.5233
H 2.0832 2.7000 0.4086
H 3.4348 2.1286 1.3491
H 3.2003 -0.0347 0.5712
H 3.0251 0.5057 -1.0925
H 1.8577 -0.8647 2.2410
H 1.9132 0.7006 2.7199
H -2.8416 -0.0568 -0.3905
H -3.1725 -1.2696 0.8130
H -4.7454 0.9581 0.3323
H -4.1728 1.0710 1.8522
H -2.8398 0.3080 3.4092
H -1.0907 0.1108 3.4869
H -3.0543 -2.1222 2.7302
H -2.3621 -1.8088 4.2941
H -0.9023 -3.4055 3.6446
H -0.0424 -1.9985 3.0521
H -0.2015 -2.7678 0.8784
H -1.8939 -3.0662 1.0309
H -1.3430 -5.2355 2.2892
H -1.0468 -5.1806 0.5704
H 0.9071 -6.1927 1.3782
H 0.9123 -5.2967 2.8763
H 1.6283 -3.2228 1.6121
H 2.7897 -4.5359 1.6260
H 2.0549 -5.1882 -0.6865
H 0.8865 -3.8723 -0.6473
H 2.6127 -2.1831 -0.4568
H 3.8392 -3.4218 -0.2051
H 4.1526 -3.8173 -2.4310
H 3.4878 -2.2091 -2.5805
H 2.0169 -4.8115 -3.0681
H 1.1806 -3.2443 -2.8476
H 3.4673 -3.7014 -4.7997
H 2.3705 -2.3160 -4.7836
H 0.1560 -5.0730 -4.5400
H -0.1544 -3.3453 -4.8633
H -0.2181 -4.5230 -6.1813
H -2.9660 2.4038 2.8396
H -1.2764 2.3595 3.3878
H -1.9719 4.5527 3.4858
H -4.0015 4.3217 1.9426
H -2.9104 4.7505 0.6124
H -3.1157 5.8745 1.9405
H -3.4069 2.0934 -1.2051
H -1.0446 3.5061 -1.7628
H 0.2594 2.7473 -0.8166
H -1.6753 1.4257 -2.8131
H -0.6936 0.4626 -1.6878
H 0.0896 1.4596 -2.9038
C -0.8105 6.9693 -1.9637
O -0.9835 7.4950 -3.0528
N 0.2679 6.1890 -1.6710
N -1.6932 7.1146 -0.9267
H 0.3806 5.7781 -0.7618
H 0.9444 6.0243 -2.3909
H -2.5109 7.6685 -1.0927
H -1.5604 6.6707 -0.0342

Atomic forces in eV per Å
C -0.11 0.09 0.03
C 0.27 0.21 0.06
C -0.06 0.13 -0.20
O 0.12 -0.27 0.13
B -0.23 0.42 -0.03
N -0.09 -0.18 -0.08
O 0.06 -0.27 0.17
C -0.21 0.03 -0.20
C -0.20 -0.02 0.10
N -0.16 -0.38 0.14
C 0.16 -0.04 0.02
C 0.11 0.21 -0.02
C 0.07 -0.40 0.08
C -0.41 0.17 0.06
C 0.17 -0.01 -0.03
C -0.14 0.02 0.06
C 0.21 -0.20 -0.06
C -0.19 0.22 -0.02
C 0.13 -0.40 0.10
C -0.12 0.40 0.07
C 0.37 0.04 -0.12
C 0.10 -0.01 0.05
O 0.01 -0.19 0.05
C -0.12 0.14 -0.15
C 0.61 -0.03 0.24
C -0.10 0.12 -0.41
C -0.47 -0.13 0.30
C 0.37 0.19 -0.14
Br 0.12 0.14 -0.03
B -0.17 0.24 -0.05
O -0.06 -0.72 0.30
C -0.21 -0.10 -0.20
C -0.03 -0.04 0.05
O 0.08 0.04 0.06
H 0.02 -0.02 -0.02
H 0.02 0.03 0.03
H 0.04 -0.12 -0.05
H -0.05 -0.11 0.00
H -0.09 -0.11 0.02
H -0.05 0.02 0.01
H -0.04 0.02 0.01
H 0.10 0.06 0.01
H -0.01 -0.05 0.05
H -0.04 0.15 0.04
H 0.20 -0.06 -0.12
H 0.14 0.15 0.08
H -0.03 0.10 -0.10
H 0.00 -0.03 -0.04
H -0.01 0.03 -0.03
H 0.01 0.06 -0.05
H -0.01 0.07 -0.02
H -0.05 0.07 0.03
H 0.03 0.05 0.00
H -0.09 0.06 -0.09
H -0.01 -0.02 0.00
H -0.05 0.04 -0.06
H 0.15 0.01 -0.03
H 0.08 0.02 0.03
H -0.04 0.10 0.00
H 0.05 -0.06 0.09
H -0.02 0.01 -0.01
H 0.05 0.01 0.07
H 0.01 -0.13 -0.08
H -0.06 -0.02 -0.04
H 0.03 0.23 -0.01
H -0.12 -0.12 -0.09
H 0.10 -0.04 0.02
H -0.20 0.05 0.10
H -0.07 -0.15 -0.04
H -0.02 0.07 -0.10
H -0.07 -0.01 0.09
H 0.00 0.08 0.05
H 0.02 -0.03 0.01
H 0.04 -0.02 0.01
H 0.03 0.03 0.06
H -0.09 -0.06 0.04
H 0.15 0.01 -0.01
H -0.01 0.04 -0.03
H -0.13 -0.18 -0.01
H -0.11 -0.04 0.06
H 0.13 0.56 -0.23
H 0.13 0.03 0.01
H -0.01 -0.15 0.04
H 0.04 0.00 -0.01
H 0.09 0.03 0.01
H -0.05 0.03 -0.02
C -0.05 -0.05 0.03
O 0.01 0.01 0.01
N 0.01 0.16 0.06
N 0.01 0.07 0.02
H 0.04 -0.19 -0.04
H -0.02 -0.03 -0.01
H -0.01 -0.01 -0.03
H 0.02 -0.04 -0.02

Summary:
* net charge: -1
* HOMO level: -5.35 eV
* maximum force: 0.78 eV Å⁻¹
* spin multiplicity: 1
* Kohn-Sham gap: 7.84 eV

***

Record 3
The following is a quantum chemistry calculation of C13H12FeNO11 as an isolated structure, from OMol25.

Positions of all 38 atoms, in Å:
Fe -0.0225 -0.3022 0.8003
O 3.1936 -2.2500 -1.3602
C 2.2441 -1.8569 -0.5077
O 1.0792 -1.8015 -0.8045
C 2.7667 -1.5197 0.8633
C 4.0830 -1.3352 1.2028
C 4.3435 -0.8800 2.4990
C 3.2974 -0.6545 3.3709
C 2.0017 -0.8798 2.9184
N 1.7747 -1.3066 1.6971
C 0.7296 -0.5676 3.6889
O 0.8027 -0.5417 4.9162
O -0.2730 -0.4080 2.9135
H 2.7414 -2.3806 -2.2056
H 4.8686 -1.5040 0.4792
H 5.3633 -0.6800 2.8067
H 3.4436 -0.2929 4.3805
O -1.6913 3.1520 -2.0970
C -1.1249 2.2880 -1.2285
O -0.5497 1.2924 -1.5793
C -1.2062 2.7840 0.1969
O -1.2471 1.7557 1.1677
C -2.5561 1.1856 1.3399
C -2.8413 0.0469 0.3878
O -3.9578 -0.0316 -0.1166
O -1.8602 -0.7776 0.2443
H -1.5268 2.7806 -2.9736
H -0.2782 3.3241 0.3390
H -2.0462 3.4626 0.3184
H -2.5744 0.7780 2.3490
H -3.3100 1.9612 1.2415
C 3.4097 1.8449 -1.1117
C 2.2584 2.0103 -0.1253
O 1.9824 3.1665 0.2256
O 1.6738 0.9229 0.2291
H 4.2439 2.4833 -0.8184
H 3.0642 2.1758 -2.0957
H 3.7351 0.8059 -1.1869

Atomic forces in eV per Å
Fe 0.14 0.67 0.57
O 0.13 0.01 -0.24
C 0.31 0.03 0.57
O -0.12 0.05 -0.05
C -0.10 -0.26 -0.76
C 0.35 0.00 0.18
C 0.10 -0.06 -0.19
C -0.02 -0.09 0.17
C 0.08 0.13 0.09
N -0.42 0.14 -0.16
C -0.29 -0.15 0.05
O -0.17 0.15 -0.27
O 0.21 0.23 0.38
H 0.04 -0.05 -0.12
H 0.00 0.03 0.05
H -0.03 -0.03 -0.02
H -0.01 -0.01 -0.06
O 0.01 0.02 0.05
C 0.20 -0.26 0.17
O -0.33 0.04 -0.08
C -0.11 -0.35 0.15
O -0.08 -0.14 -0.27
C 0.21 0.52 0.31
C -0.02 -0.46 -0.38
O 0.29 -0.14 0.10
O -0.24 -0.01 -0.41
H 0.01 -0.01 -0.14
H 0.39 0.16 0.18
H -0.18 0.08 -0.03
H 0.07 0.02 0.10
H -0.14 0.11 -0.02
C 0.09 -0.12 -0.10
C -0.45 -0.09 0.25
O -0.16 -0.41 -0.03
O 0.21 0.28 -0.10
H -0.03 -0.01 -0.03
H 0.03 -0.02 0.07
H 0.01 0.05 0.00

Summary:
* net charge: -1
* expectation value of S²: 6.01
* HOMO level (alpha / beta): -5.97 / -5.03 eV
* maximum force: 0.89 eV Å⁻¹
* spin multiplicity: 5
* Kohn-Sham gap (alpha / beta): 8.41 / 7.45 eV
* ΔE to the lowest compared entry with this formula, charge and spin: 55.8 kJ/mol